# 1
This record from OMol25 describes C16H12ClN5O2S in the gas phase. The level of theory is the ωB97M-V functional and the def2-TZVPD basis.

XYZ file:
```
37
Properties=species:S:1:pos:R:3
O 2.055 2.516 -2.755
O -0.162 0.867 0.309
Cl 0.391 -3.938 2.982
N -2.181 -4.383 2.931
N -1.295 -1.537 -0.722
S -4.961 -4.160 2.532
C 1.757 2.031 -1.675
C 0.252 0.355 -0.767
C -3.234 -3.965 2.338
C -1.195 -3.768 2.181
C -5.382 -3.088 1.133
C -4.169 -2.765 0.470
C -1.730 -2.903 1.170
C -0.878 -2.099 0.389
C 3.192 4.340 1.636
C 2.849 2.923 1.763
C 2.862 5.006 0.426
C 2.490 2.176 0.678
C 2.366 4.190 -0.637
C 2.173 2.812 -0.537
N -3.040 -3.062 1.279
N -0.260 -0.905 -1.208
N 1.151 0.761 -1.699
C 0.012 -0.983 -2.636
C 1.220 -0.058 -2.896
H -6.358 -2.833 0.812
H -4.200 -1.961 -0.268
H 0.054 -1.914 0.816
H 3.548 4.744 2.602
H 2.863 2.382 2.736
H 3.022 6.109 0.201
H 2.455 1.082 0.735
H 2.104 4.735 -1.508
H 0.118 -1.985 -2.910
H -0.920 -0.531 -3.170
H 0.970 0.509 -3.826
H 2.062 -0.702 -2.907
```

Properties
**HOMO-LUMO gap**: 8.06 eV
**Molar mass**: 373.8 g/mol
**SMILES**: O=C(c1ccccc1)N1CCN(/N=C/c2c(Cl)nc3sccn23)C1=O
**Largest force on an atom**: 6.91 eV/A
**Calculated total energy**: -51686.656 eV



# 2
This record from OMol25 describes C16H12F2N4OS in the gas phase. The level of theory is the ωB97M-V functional and the def2-TZVPD basis.

XYZ file:
```
36
Properties=species:S:1:pos:R:3
O 0.267 1.910 1.545
C 1.162 1.860 0.730
N 1.939 2.957 0.459
C 3.079 3.087 -0.342
C 3.221 4.209 -1.157
C 4.346 4.382 -1.941
C 5.360 3.438 -1.929
C 5.254 2.327 -1.111
C 4.131 2.170 -0.321
F 4.072 1.102 0.507
H 6.035 1.586 -1.057
H 6.236 3.569 -2.544
H 4.430 5.258 -2.565
H 2.432 4.945 -1.166
H 1.577 3.809 0.866
N 1.416 0.738 -0.019
C 0.720 -0.424 0.165
N 0.942 -1.491 -0.527
N 0.150 -2.502 -0.183
C -0.673 -2.230 0.762
C -1.697 -3.177 1.278
C -3.019 -2.857 0.625
C -3.212 -3.170 -0.716
C -4.402 -2.859 -1.348
C -5.394 -2.227 -0.620
C -5.225 -1.896 0.711
C -4.028 -2.213 1.328
H -3.880 -1.956 2.366
H -6.019 -1.399 1.246
F -6.560 -1.921 -1.230
H -4.566 -3.097 -2.387
H -2.418 -3.653 -1.264
H -1.384 -4.190 1.020
H -1.776 -3.082 2.361
S -0.549 -0.574 1.352
H 2.137 0.709 -0.724
```

Properties
**HOMO-LUMO gap**: 9.34 eV
**Molar mass**: 346.4 g/mol
**Relative energy (zero: lowest compared OMol25 entry of this formula, charge and spin)**: 10.4 kJ/mol
**SMILES**: O=C(Nc1nnc(Cc2ccc(F)cc2)s1)Nc1ccccc1F
**Largest force on an atom**: 1.73 eV/A
**Calculated total energy**: -41065.352 eV



# 3
This record from OMol25 describes a molecular structure, C16H12F3N4O4RhS2. The level of theory is the ωB97M-V functional and the def2-TZVPD basis.

XYZ file:
```
42
Properties=species:S:1:pos:R:3
Rh -0.034 0.684 -0.391
N -2.761 -1.872 -2.558
C -1.998 -1.160 -1.714
S -0.963 0.048 -2.411
N -2.104 -1.466 -0.431
N -1.297 -0.709 0.336
C -1.345 -0.805 1.615
C -0.458 0.062 2.387
C -0.438 0.065 3.772
C 0.420 0.936 4.427
C 1.230 1.777 3.684
C 1.159 1.724 2.301
N 0.344 0.882 1.674
H -2.806 -1.622 -3.528
H -3.431 -2.517 -2.177
H -2.041 -1.486 2.090
H -1.094 -0.598 4.319
H 0.448 0.960 5.508
H 1.901 2.478 4.157
H 1.745 2.369 1.661
O 1.852 -4.706 -1.723
C 1.689 -3.726 -2.639
O 1.404 -4.002 -3.769
C 1.874 -2.314 -2.175
C 2.126 -1.334 -3.170
C 2.214 -0.014 -2.852
C 2.062 0.421 -1.506
S 1.758 2.076 -1.096
C 1.891 -0.563 -0.500
C 1.779 -1.930 -0.869
H 2.204 -4.345 -0.901
H 2.212 -1.665 -4.197
H 2.360 0.736 -3.617
H 2.119 -0.328 0.532
H 1.601 -2.648 -0.075
F -3.306 3.280 1.758
C -2.748 3.816 0.651
F -2.585 5.118 0.873
F -3.624 3.674 -0.350
C -1.398 3.105 0.371
O -0.365 3.653 0.684
O -1.596 1.947 -0.148
```

Properties
**HOMO-LUMO gap**: 7.35 eV
**Molar mass**: 548.3 g/mol
**Relative energy (zero: lowest compared OMol25 entry of this formula, charge and spin)**: 52.9 kJ/mol
**Largest force on an atom**: 0.13 eV/A
**Calculated total energy**: -63770.481 eV



# 4
This record from OMol25 describes a molecular structure, C16H12HoN3O5S3. The level of theory is the ωB97M-V functional and the def2-TZVPD basis.

XYZ file:
```
40
Properties=species:S:1:pos:R:3
Ho -0.531 -0.564 0.116
C -1.308 -0.070 4.262
O -0.027 -0.309 4.869
C 1.052 0.209 4.208
C 2.030 0.832 4.954
C 3.166 1.385 4.352
C 3.273 1.336 2.978
C 2.298 0.705 2.196
C 2.479 0.763 0.745
N 1.683 0.285 -0.131
N 2.058 0.549 -1.459
C 1.088 0.273 -2.283
O -0.087 -0.175 -2.019
C 1.386 0.521 -3.736
C 2.683 0.698 -4.210
C 2.912 0.918 -5.561
C 1.846 0.971 -6.453
C 0.551 0.797 -5.983
C 0.324 0.568 -4.632
C 1.187 0.067 2.800
O 0.327 -0.629 2.126
H -2.030 -0.094 5.077
H -1.547 -0.822 3.515
H -1.331 0.908 3.775
H 1.875 0.891 6.025
H 3.923 1.875 4.951
H 4.116 1.796 2.473
H 3.363 1.292 0.376
H 3.496 0.663 -3.499
H 3.926 1.051 -5.920
H 2.025 1.148 -7.507
H -0.286 0.842 -6.669
H -0.675 0.423 -4.244
S -3.877 3.049 0.785
C -2.719 1.832 0.638
S -3.125 0.136 0.806
S -1.046 2.174 0.301
O 0.546 -2.617 -0.207
N -0.441 -3.209 0.261
O -1.537 -2.617 0.079
```

Properties
**Total charge**: -2
**HOMO-LUMO gap (spin up / spin down)**: 5.77 / 5.78 eV
**Molar mass**: 587.4 g/mol
**Largest force on an atom**: 1.90 eV/A
**Spin multiplicity**: 5
**Calculated total energy**: -89802.977 eV